No. 1
54
Properties=species:S:1:pos:R:3:lowdin_charge:R:1 method="wB97M-V/def2-TZVPD" s_squared=16.421 relative_energy_kj_mol=21.45 multiplicity=8 homo_lumo_gap_ev="8.96 / 6.39" charge=+2 homo_energy_ev="-14.51 / -14.51" lumo_ev="-5.547 / -8.113"
Tb -0.1970 -0.2206 -0.9660 1.669
O 4.8047 1.6948 3.1528 0.166
C 4.0822 1.1221 2.1870 -0.470
O 4.5912 0.4601 1.3290 0.164
C 2.5963 1.2392 2.2430 -0.051
C 1.6919 0.9647 3.2423 0.026
N 0.4752 0.9184 2.6682 0.032
N 0.5185 1.1392 1.3443 0.046
C 1.8036 1.3406 1.0961 -0.180
C 2.2072 1.6323 -0.3116 -0.543
O 2.7854 2.6337 -0.6220 0.147
O 1.7256 0.6944 -1.1300 -0.354
H 4.2634 2.2551 3.7244 0.129
H 1.8256 0.7908 4.3000 0.152
H -0.4110 0.7729 3.1234 0.167
N -2.0173 -1.5910 1.8928 0.139
C -0.6864 -2.0120 1.8731 -0.299
C -0.2369 -2.7670 2.9573 0.013
C 1.0628 -3.2143 2.9707 -0.010
C 1.9082 -2.9069 1.9048 -0.017
C 1.3914 -2.1562 0.8879 -0.109
N 0.1168 -1.6957 0.8653 -0.028
C -2.8439 -1.0570 0.8948 -0.288
C -4.1684 -1.4925 0.8737 0.028
C -5.0351 -0.9720 -0.0573 0.002
C -4.5733 -0.0049 -0.9488 -0.017
C -3.2644 0.3697 -0.8500 -0.144
N -2.3878 -0.1340 0.0484 -0.025
H -2.5494 -2.0636 2.6056 0.142
H -0.9157 -3.0063 3.7665 0.129
H 1.4225 -3.8062 3.8038 0.131
H 2.9330 -3.2502 1.8648 0.130
H 2.0147 -1.9003 0.0391 0.118
H -4.4971 -2.2511 1.5740 0.133
H -6.0594 -1.3204 -0.1020 0.134
H -5.2179 0.4378 -1.6943 0.128
H -2.8779 1.1256 -1.5215 0.092
N -0.5485 2.4938 -1.7957 0.033
N 0.4515 3.3359 -2.3199 -0.026
C 1.4270 2.9260 -3.1313 -0.731
N 2.1711 3.8412 -3.7143 0.177
S 1.7183 1.2737 -3.5172 1.010
H -1.3569 2.5691 -2.4075 0.111
H -0.8088 2.8859 -0.8944 0.116
H 0.3784 4.3195 -2.1006 0.176
H 2.0159 4.8320 -3.5965 0.145
H 3.0082 3.5556 -4.1999 0.133
F -1.3051 -2.1807 -1.5954 -0.211
P -0.6971 -2.0868 -3.1566 0.245
F 0.7467 -1.6447 -2.3147 -0.263
F -0.2726 -3.5651 -3.1419 -0.012
F -0.0129 -1.6875 -4.4826 -0.038
F -2.1140 -2.2807 -3.7395 -0.027
F -1.0825 -0.3565 -2.9217 -0.322

***

No. 2
41
Properties=species:S:1:pos:R:3:lowdin_charge:R:1 method="wB97M-V/def2-TZVPD" relative_energy_kj_mol=39.22 smiles="COc1cccc(N(CC(=O)Nc2cccc(F)c2)S(C)(=O)=O)c1" homo_lumo_gap_ev=9.20 charge=0 homo_energy_ev=-8.61 lumo_ev=0.585
C -1.4544 4.9806 -2.7331 -0.085
H -1.7614 5.8293 -3.3422 0.094
O -0.1070 4.7442 -3.0648 -0.077
C 0.5522 3.7277 -2.4510 -0.266
C -0.0102 2.8831 -1.5022 0.047
C 0.7522 1.8642 -0.9366 -0.252
C 2.0791 1.7010 -1.3051 -0.034
C 2.6391 2.5588 -2.2381 -0.059
C 1.8888 3.5585 -2.8177 -0.005
H 2.3092 4.2273 -3.5508 0.118
H 3.6730 2.4351 -2.5212 0.109
H 2.6685 0.9181 -0.8599 0.098
N 0.1999 1.0066 0.0299 -0.172
S 1.0406 0.7439 1.4397 0.652
O 1.9690 1.8055 1.6491 -0.260
O 0.0608 0.4913 2.4680 -0.308
C 1.9630 -0.8003 1.1733 -0.094
H 1.5744 -1.2969 0.2934 0.066
H 1.8323 -1.4229 2.0496 0.063
H 3.0069 -0.5452 1.0462 0.063
C -1.1708 0.5427 -0.0501 -0.080
H -1.7442 0.9042 0.8094 0.130
H -1.6102 0.9098 -0.9779 0.133
C -1.1944 -0.9930 -0.1089 -0.454
O -1.2214 -1.5912 -1.1619 0.084
N -1.1570 -1.5574 1.1228 0.125
C -1.0935 -2.9117 1.4570 -0.214
C -0.8269 -3.2223 2.7896 0.051
C -0.7636 -4.5481 3.1662 -0.276
C -0.9560 -5.5811 2.2663 -0.020
C -1.2204 -5.2562 0.9470 -0.068
C -1.2905 -3.9370 0.5355 -0.014
H -1.4944 -3.6947 -0.4935 0.100
H -1.3761 -6.0440 0.2264 0.108
H -0.8996 -6.6042 2.6002 0.115
F -0.5002 -4.8414 4.4567 0.060
H -0.6742 -2.4417 3.5194 0.128
H -0.9977 -0.9142 1.8984 0.096
H -1.0304 3.0174 -1.1814 0.107
H -2.0851 4.1184 -2.9728 0.096
H -1.5696 5.2356 -1.6749 0.097